one.
Below is one molecule with the formula C5H9NO2, with properties calculated with the ωB97M-V functional and the def2-TZVPD basis.

Cartesian coordinates (Å):
C 0.757 2.132 -1.364
N 0.568 1.875 0.073
C -0.330 0.970 0.511
O -0.338 0.760 1.724
C -1.134 0.053 -0.484
C -0.262 -1.148 -0.760
C -0.145 -2.135 0.365
O 0.755 -2.936 0.445
H -0.153 2.487 -1.790
H 1.438 3.013 -1.456
H 1.272 1.396 -1.968
H 1.353 2.175 0.659
H -2.034 -0.101 0.094
H -1.350 0.591 -1.396
H -0.663 -1.759 -1.583
H 0.680 -0.798 -1.156
H -0.999 -2.291 1.020

As for the molar mass: 115.1 g/mol. The net charge is 0. As for the SMILES: CNC(=O)CCC=O. As for the spin multiplicity: 1. The frontier orbital gap is 10.348 eV.

two.
Below is one molecule with the formula C5H9NO2, with properties calculated with the ωB97M-V functional and the def2-TZVPD basis.

Cartesian coordinates (Å):
C -1.449 0.614 1.252
C -0.479 0.158 0.474
C -0.635 -1.023 -0.437
N -1.389 -2.036 0.029
O -0.206 -0.998 -1.599
C 0.903 0.734 0.349
C 1.131 1.311 -1.001
O 1.709 -0.583 0.605
H -2.449 0.212 1.199
H -1.331 1.536 1.800
H -1.602 -2.096 1.009
H -1.459 -2.870 -0.536
H 1.157 1.385 1.194
H 0.697 0.380 -1.681
H 1.892 1.457 -1.768
H 1.045 2.395 -0.888
H 2.465 -0.575 0.000

As for the molar mass: 115.1 g/mol. The net charge is 0. As for the SMILES: C=C(C(N)=O)[C@H](C)O. As for the spin multiplicity: 1. The frontier orbital gap is 9.615 eV.

three.
Below is C5H9NO2 as an isolated structure, with properties calculated with the ωB97M-V functional and the def2-TZVPD basis.

Cartesian coordinates (Å):
C -0.520 1.859 0.617
C -0.035 0.937 -0.452
C 0.345 -0.531 0.020
C -0.481 -1.588 -0.067
C 1.925 -0.780 0.062
H 0.555 2.666 0.695
H -1.833 2.366 0.262
H -0.653 1.016 1.511
H 0.891 1.121 -0.966
H -0.968 0.827 -1.054
H 0.003 -2.576 0.200
H -2.523 -2.547 0.160
H -2.232 -0.597 -0.220
H 2.152 0.920 -0.729
N -1.842 -1.689 -0.159
O 2.743 0.302 -0.356
O 2.472 -1.706 0.477

As for the molar mass: 115.1 g/mol. The net charge is 0. As for the spin multiplicity: 1. The frontier orbital gap is 8.989 eV.

It comes down to one, which is 2.119 eV more stable than the next structure.

one.
Below is a 2-piece molecular cluster, C5H9NO2 overall, with properties calculated with the ωB97M-V functional and the def2-TZVPD basis.

Cartesian coordinates (Å):
C -1.367 -0.266 0.273
C 1.786 1.144 0.644
C 0.454 -0.654 -0.652
C 0.205 0.646 -1.223
C 0.676 -1.967 -0.506
O -1.599 0.996 0.838
O -2.312 -0.662 -0.637
N 1.411 0.469 -0.603
H -2.423 0.956 1.351
H -2.311 -0.056 -1.393
H -1.249 -1.050 1.016
H -0.475 1.478 -1.085
H 2.005 2.190 0.420
H 0.971 1.099 1.373
H 2.678 0.673 1.054
H -0.134 -2.681 -0.551
H 1.682 -2.315 -0.320

As for the molar mass: 115.1 g/mol. The net charge is 0. As for the spin multiplicity: 1. The frontier orbital gap (spin up / spin down) is 7.434 / 7.547 eV.

two.
Below is C5H9NO2 as an isolated structure, with properties calculated with the ωB97M-V functional and the def2-TZVPD basis.

Cartesian coordinates (Å):
C -1.420 0.109 0.802
C -1.675 1.049 -0.302
O -2.212 -0.967 0.847
O -0.561 0.292 1.714
H -1.949 -1.534 1.589
H 0.646 -0.092 1.543
H 0.031 -0.894 -0.539
H -0.760 1.160 -0.930
H -1.902 2.034 0.104
H -2.486 0.704 -0.936
C 1.097 -0.737 -0.749
C 1.461 0.384 -1.474
C 1.809 -0.609 1.071
N 2.811 -0.991 1.504
H 1.578 -1.676 -1.003
H 1.129 1.380 -1.229
H 2.402 0.390 -2.013

As for the molar mass: 115.1 g/mol. The net charge is 0. As for the spin multiplicity: 1. The frontier orbital gap (spin up / spin down) is 8.154 / 8.153 eV.

It comes down to two, which is 2.603 eV more stable than the next structure.

one.
Below is a 2-piece molecular cluster, C5H9NO2 overall, with properties calculated with the ωB97M-V functional and the def2-TZVPD basis.

Cartesian coordinates (Å):
O -1.960 0.284 1.698
C -2.642 0.261 0.624
O -2.522 -0.540 -0.354
C 0.266 -0.037 -0.842
C 1.667 -0.320 -1.401
C 2.670 -0.704 -0.510
C 2.679 -0.585 0.912
N 0.076 1.306 -0.285
H -3.342 1.156 0.518
H -0.474 -0.183 -1.566
H -0.496 1.502 0.560
H 1.862 -0.404 -2.397
H 3.493 -1.155 -0.930
H 3.679 -0.873 1.209
H 1.846 -0.086 1.459
H 0.853 1.931 -0.333
H 0.061 -0.682 0.018

As for the molar mass: 115.1 g/mol. The net charge is 0. As for the spin multiplicity: 1. The frontier orbital gap is 3.645 eV.

two.
Below is one molecule with the formula C5H9NO2, with properties calculated with the ωB97M-V functional and the def2-TZVPD basis.

Cartesian coordinates (Å):
C 1.943 -0.226 1.182
C 0.855 -0.094 0.137
O 0.072 -2.127 0.745
N 0.127 -1.239 -0.285
H -0.559 -2.796 0.444
H 1.195 0.422 -0.757
H 1.547 -0.634 2.107
H 2.746 -0.867 0.811
H 2.351 0.763 1.391
C -1.314 0.902 -1.758
C -1.479 0.754 -0.286
C -0.494 0.568 0.705
O -0.651 0.632 1.918
H -2.432 1.097 0.113
H -0.396 0.474 -2.151
H -2.149 0.411 -2.267
H -1.362 1.960 -2.050

As for the molar mass: 115.1 g/mol. The net charge is 0. As for the spin multiplicity: 1. The frontier orbital gap (spin up / spin down) is 7.534 / 8.931 eV.

It comes down to two, which is 1.594 eV more stable than the next structure.

one.
Below is a 2-piece molecular cluster, C5H9NO2 overall, with properties calculated with the ωB97M-V functional and the def2-TZVPD basis.

Cartesian coordinates (Å):
C -1.528 0.574 1.207
C -0.770 0.271 0.172
C -0.609 -0.330 -1.155
C 0.472 0.481 -0.502
C 1.026 1.702 -1.017
H -1.254 1.148 1.998
H -2.679 0.218 1.180
H -1.146 0.104 -2.103
H -0.452 -1.417 -1.298
H 1.292 -0.220 -0.105
H 0.856 2.633 -0.446
H 0.723 1.883 -2.132
H 2.177 1.784 -0.869
O 1.784 -2.992 1.078
N 1.083 -2.047 1.285
O -0.281 -2.349 1.466
H -0.692 -1.445 1.242

As for the molar mass: 115.1 g/mol. The net charge is 0. As for the SMILES: C=C1C[C@H]1C.O=NO. As for the spin multiplicity: 1. The frontier orbital gap is 10.433 eV.

two.
Below is C5H9NO2 as an isolated structure, with properties calculated with the ωB97M-V functional and the def2-TZVPD basis.

Cartesian coordinates (Å):
C -2.838 0.838 0.183
C 1.506 0.725 0.558
N -1.539 0.846 0.674
C 0.163 -0.832 -1.006
C 1.417 -0.550 -0.228
C 2.470 -1.337 -0.435
O -0.991 -0.475 -0.438
O 0.116 -1.493 -2.022
H -1.468 0.259 1.509
H -2.693 -0.108 -0.509
H -3.600 0.651 0.943
H -3.028 1.655 -0.511
H 2.528 0.910 0.887
H 0.939 0.664 1.488
H 1.186 1.585 -0.032
H 3.443 -1.106 -0.025
H 2.389 -2.232 -1.036

As for the molar mass: 115.1 g/mol. The net charge is 0. As for the spin multiplicity: 1. The frontier orbital gap (spin up / spin down) is 9.168 / 9.168 eV.

It comes down to two, which is 1.768 eV more stable than the next structure.